Record 1
Computed, not measured: an isolated molecule of C5H5N in a non-equilibrium geometry, with ωB97M-V/def2-TZVPD.

Each line ends with the Mulliken charge.
Element x y z (Å)
H: -0.3147 -2.2239 -0.1755  0.34
H: -0.6052 -1.8807 1.4592  0.27
H: -1.7063 1.1858 -0.2046  0.37
N: 1.6686 1.3492 -0.3559  0.03
C: -0.6652 1.0140 -0.0304  -0.25
C: -0.7592 -1.5634 0.4558  -1.03
H: 2.4969 1.9306 -0.6533  0.28
C: 0.3664 1.8465 -0.6871  -0.37
C: 1.5058 0.0181 -0.2212  -0.40
H: -1.8430 -1.4644 0.1522  0.29
C: -0.1440 -0.2119 0.2606  0.47

Energy relative to the best compared isomer or geometry (same formula, charge and spin)   146.2 kcal/mol
E_LUMO   -0.939 eV
Electronic energy   -248.04203 Eh
HOMO   -8.30 eV
Frontier orbital gap   7.4 eV

Record 2
Computed, not measured: a structure of composition C5H5N in a non-equilibrium geometry, with ωB97M-V/def2-TZVPD.

Each line ends with the Mulliken charge.
Element x y z (Å)
C: -1.0094 0.0296 0.9129  -0.25
H: -2.2936 0.2565 -0.9509  0.39
C: 0.3570 -0.2626 0.5564  -0.23
H: 0.1383 -2.9729 1.9213  0.02
C: 0.9243 0.5523 -1.2479  -0.28
H: 1.0268 0.9108 -2.2338  0.40
H: 2.3965 1.1257 0.5005  0.26
H: -1.4750 0.0747 1.8683  0.39
N: -0.1327 -0.2695 -0.9087  -0.13
C: 1.4678 0.5467 0.0062  -0.18
C: -1.4000 0.0087 -0.4243  -0.40

Energy relative to the best compared isomer or geometry (same formula, charge and spin)   204.4 kcal/mol
E_LUMO (alpha / beta)   -0.558 / 0.426 eV
Electronic energy   -247.94923 Eh
HOMO (alpha / beta)   -8.89 / -7.66 eV
Frontier orbital gap (alpha / beta)   8.3 / 8.1 eV